1.
Molecular formula: CH3BrN2
Method: DFT, the ωB97M-V functional and the def2-TZVPD basis

As for the HOMO energy (spin up / spin down): -8.254 / -8.275 eV. For the energy above the lowest of the compared OMol25 structures with the same formula, charge and spin, the calculation gives 7.165 eV. The calculation puts the LUMO energy (spin up / spin down) at -1.82 / -1.80 eV.

The geometry in ORCA input format:
```
! wB97M-V def2-TZVPD RIJCOSX def2/J DEFGRID3
* xyz 0 1
C -0.973 -0.025 -0.028
N -0.633 1.230 -0.094
N 2.217 0.943 0.008
Br 2.263 -0.722 -0.027
H -0.078 -0.786 0.129
H -1.510 -0.301 -0.870
H -1.286 -0.338 0.881
*
```

2.
Molecular formula: CH3BrNO3S
Method: DFT, the ωB97M-V functional and the def2-TZVPD basis

As for the HOMO energy (spin up / spin down): -4.403 / -5.080 eV. For the energy above the lowest of the compared OMol25 structures with the same formula, charge and spin, the calculation gives 2.565 eV. The calculation puts the LUMO energy (spin up / spin down) at 2.60 / 2.81 eV.

The geometry in ORCA input format:
```
! wB97M-V def2-TZVPD RIJCOSX def2/J DEFGRID3
* xyz -1 1
C -0.807 -0.496 0.751
N 2.753 0.671 -0.442
O -2.059 -1.515 2.586
O 0.378 -1.516 2.870
O -0.662 -3.046 1.267
S -0.743 -1.799 2.001
Br 1.478 -0.492 0.223
H -1.338 -0.762 -0.151
H -1.044 0.468 1.169
H 2.667 0.677 -1.462
*
```

3.
Molecular formula: CH3BrO2S
Method: DFT, the ωB97M-V functional and the def2-TZVPD basis

As for the HOMO energy (spin up / spin down): -10.459 / -10.459 eV. For the energy above the lowest of the compared OMol25 structures with the same formula, charge and spin, the calculation gives 1.643 eV. Its SMILES is CS(=O)(=O)Br. The calculation puts the LUMO energy (spin up / spin down) at -2.98 / -2.98 eV.

The geometry in ORCA input format:
```
! wB97M-V def2-TZVPD RIJCOSX def2/J DEFGRID3
* xyz 0 1
C 0.563 0.826 -0.033
O -1.739 -0.649 0.802
O -1.141 -0.415 -1.540
S -0.668 -0.583 -0.168
Br 0.626 -2.492 1.204
H 1.028 0.872 -0.988
H 1.259 0.623 0.697
H 0.072 1.819 0.025
*
```

4.
Molecular formula: CH3BrOS
Method: DFT, the ωB97M-V functional and the def2-TZVPD basis

As for the HOMO energy: -9.778 eV. For the energy above the lowest of the compared OMol25 structures with the same formula, charge and spin, the calculation gives 0.093 eV. The calculation puts the LUMO energy at -0.26 eV.

The geometry in ORCA input format:
```
! wB97M-V def2-TZVPD RIJCOSX def2/J DEFGRID3
* xyz 0 1
C 0.185 0.118 -0.112
O 0.778 0.885 -2.540
S 0.954 1.374 -1.239
Br -0.555 3.062 -0.952
H 0.968 -0.363 0.408
H -0.353 -0.469 -0.893
H -0.502 0.589 0.548
*
```

5.
Molecular formula: CH3BrOS
Method: DFT, the ωB97M-V functional and the def2-TZVPD basis

As for the HOMO energy: -9.962 eV. For the energy above the lowest of the compared OMol25 structures with the same formula, charge and spin, the calculation gives 0.230 eV. The calculation puts the LUMO energy at -0.43 eV.

The geometry in ORCA input format:
```
! wB97M-V def2-TZVPD RIJCOSX def2/J DEFGRID3
* xyz 0 1
C 0.706 -0.295 -0.155
O -0.760 1.309 1.355
S -0.773 -0.032 0.881
Br -2.151 -0.154 -0.941
H 1.610 0.151 0.212
H 0.584 0.341 -1.137
H 0.785 -1.319 -0.216
*
```

6.
Molecular formula: CH3Cl2FSi
Method: DFT, the ωB97M-V functional and the def2-TZVPD basis

As for the HOMO energy: -9.214 eV. For the energy above the lowest of the compared OMol25 structures with the same formula, charge and spin, the calculation gives 4.385 eV. Its SMILES is C=[Si](F)Cl.Cl. The calculation puts the LUMO energy at -0.75 eV.

The geometry in ORCA input format:
```
! wB97M-V def2-TZVPD RIJCOSX def2/J DEFGRID3
* xyz 0 1
C -0.734 -0.251 0.138
F 1.392 -0.976 -1.488
Si 1.000 -0.651 0.013
Cl 2.649 -0.516 1.043
Cl -0.955 2.631 -0.045
H -1.021 1.256 -0.188
H -1.211 -0.911 -0.611
H -1.120 -0.581 1.137
*
```

7.
Molecular formula: CH3Cl2NO2S
Method: DFT, the ωB97M-V functional and the def2-TZVPD basis

As for the HOMO energy: -10.853 eV. For the energy above the lowest of the compared OMol25 structures with the same formula, charge and spin, the calculation gives 2.331 eV. The calculation puts the LUMO energy at -0.72 eV.

The geometry in ORCA input format:
```
! wB97M-V def2-TZVPD RIJCOSX def2/J DEFGRID3
* xyz 0 1
C -1.148 1.143 -0.536
N 1.314 -1.101 1.029
O -0.935 -1.109 2.090
O -0.289 1.747 -0.946
S -0.125 -1.552 0.950
Cl -1.905 1.403 1.060
Cl -1.987 -0.325 -1.341
H 1.589 0.118 -1.276
H 1.859 -1.349 0.225
H 1.627 1.026 -1.255
*
```

8.
Molecular formula: CH3Cl2OP
Method: DFT, the ωB97M-V functional and the def2-TZVPD basis

As for the HOMO energy (spin up / spin down): -8.871 / -8.847 eV. For the energy above the lowest of the compared OMol25 structures with the same formula, charge and spin, the calculation gives 3.690 eV. The calculation puts the LUMO energy (spin up / spin down) at -2.59 / -2.61 eV.

The geometry in ORCA input format:
```
! wB97M-V def2-TZVPD RIJCOSX def2/J DEFGRID3
* xyz 0 1
C 0.372 0.249 -0.005
O 0.414 1.371 -0.862
P -0.334 2.736 -0.441
Cl -3.171 1.056 -0.651
Cl 0.157 3.767 -1.986
H 0.196 -0.767 -0.476
H -0.361 0.485 0.709
H 1.257 0.401 0.712
*
```